Formula: C3H4N2O2
Source: the Open Molecules 2025 dataset
Level of theory: ωB97M-V/def2-TZVPD

```
11
Properties=species:S:1:pos:R:3:forces:R:3:lowdin_charge:R:1
C 0.550 -1.145 -1.015 0.025 -0.108 -0.072 -0.006
N 0.182 -0.126 -0.063 -0.180 -0.140 0.082 -0.112
N 0.573 1.178 -0.246 -0.230 0.243 0.216 0.130
C -0.098 1.817 0.634 0.149 0.080 -0.197 -0.168
O -0.911 1.050 1.394 -0.024 -0.064 0.036 0.119
C -0.752 -0.249 0.926 -0.015 -0.277 -0.082 -0.491
O -1.338 -1.212 1.343 0.214 0.377 -0.152 0.116
H 0.449 -0.733 -2.022 0.018 -0.111 0.118 0.091
H 1.577 -1.483 -0.859 -0.132 0.036 -0.005 0.091
H -0.139 -1.981 -0.885 0.120 0.084 0.000 0.095
H -0.093 2.884 0.792 0.055 -0.121 0.055 0.135
```
Forces are in eV/Å.

Relative energy (zero: lowest compared OMol25 entry of this formula, charge and spin) in kJ/mol: 156.9
SMILES: Cn1ncoc1=O
Frontier orbital gap in eV: 10.353
E_HOMO in eV: -9.457
Molar mass in Da: 100.08
Net charge: 0